A structure of composition C6H12MgO15P2V, computed with ωB97M-V with the def2-TZVPD basis set.

Computed properties:
**Spin multiplicity**: 3
**E_LUMO (alpha / beta)**: 0.0826 / 0.0788 Eh
**ΔE to the lowest compared entry with this formula, charge and spin**: 0.0 kJ/mol
**Charge**: -1

Each line ends with the Löwdin spin population.
Positions of all 37 atoms, in Å:
H: -1.4157 1.6900 -2.2920  0.000
O: 3.2068 2.8737 1.9328  -0.054
H: -5.2168 4.0876 1.7005  0.000
H: -2.8193 1.0399 -2.9087  0.000
H: 4.1520 -0.9094 -0.7266  0.000
H: -0.1931 -5.0031 -1.7667  0.000
O: 1.1812 -1.3377 1.7533  0.218
O: -0.1620 -0.1229 2.2328  0.439
O: -3.2474 2.1190 -1.2001  0.000
C: -4.3203 3.4686 1.7368  0.000
O: 3.3087 -2.4092 -1.9160  0.000
P: 3.1696 1.4037 1.5364  0.014
O: -1.1650 -1.4924 2.9559  0.488
O: 1.4101 -3.6147 -1.8595  0.002
H: 5.1148 -1.4666 -2.0862  0.000
O: -0.9767 -0.8045 0.7121  0.202
O: 2.7038 0.9499 0.1108  -0.017
C: -2.3692 1.2894 -1.9478  0.000
C: -0.0326 -3.9259 -1.7208  0.010
V: 0.8791 0.1922 0.4255  0.348
O: -3.9578 3.1907 0.4031  0.000
C: 2.0060 -2.4939 -1.4890  0.001
O: 0.2071 1.1628 -0.6591  -0.052
O: 1.7424 1.4881 1.9541  -0.110
H: -3.5574 4.0777 2.2216  0.000
P: -0.2924 -1.6249 1.7700  0.451
H: -0.5572 -3.5400 -2.5948  0.000
O: 3.1960 0.3445 2.6354  0.005
C: 4.0941 -1.2947 -1.7446  0.000
H: -2.2185 0.3511 -1.4140  0.000
H: -4.4009 2.5420 2.3051  0.000
H: -0.4131 -3.5995 -0.7529  0.019
O: -2.5267 1.4203 0.9285  0.002
H: 3.6650 -0.5779 -2.4447  0.000
C: -3.1872 2.1516 0.1180  0.000
Mg: 1.5878 -0.0700 3.0697  0.025
O: 1.4050 -1.5557 -0.9787  0.007

Force components x, y, z for each atom (eV/Å):
H 0.0 0.6 1.1
O 5.6 0.3 -1.2
H -0.2 -0.4 0.0
H -0.9 0.1 0.2
H -0.5 0.0 -0.1
H 0.9 -0.1 0.0
O 9.2 -5.8 -2.4
O 0.5 11.9 5.6
O 0.6 -0.1 -1.3
C 0.6 0.1 0.5
O -2.5 -4.0 0.5
P -2.4 3.4 0.8
O -3.9 -3.3 5.4
O 0.7 -1.1 -0.3
H -0.2 -0.7 0.0
O -1.9 -2.1 -9.2
O 3.1 -1.8 -1.7
C 0.1 -1.5 -0.6
C 0.6 0.5 0.2
V -1.6 4.3 -0.3
O -0.8 0.6 0.4
C -0.4 2.4 -0.4
O 0.9 -1.4 1.9
O -14.0 0.0 -1.2
H 0.2 -0.1 0.0
P -2.9 -3.3 -1.0
H 0.1 0.5 0.3
O 10.3 -3.3 1.3
C 0.3 2.3 -0.2
H 0.3 0.1 0.1
H -0.3 0.1 0.0
H 0.0 0.5 -0.2
O -3.2 3.2 -3.4
H 0.2 0.8 0.5
C 3.0 -2.5 3.1
Mg -2.3 0.2 1.8
O 0.6 -0.5 0.0



A cluster of 6 separate species, C41H68F16N6O11PS5 in total, computed with ωB97M-V with the def2-TZVPD basis set.

Computed properties:
**Spin multiplicity**: 1
**E_LUMO**: -0.1118 Eh
**Charge**: +1

Each line ends with the Löwdin charge.
Positions of all 148 atoms, in Å:
O: 2.8685 8.1287 -3.5153  -0.328
C: -0.2979 1.5854 1.2457  -0.329
H: 0.5636 11.2516 -1.7245  0.122
O: 7.4428 9.1190 -4.1579  -0.324
H: -5.5263 0.0315 5.3970  0.125
C: 4.1262 -0.5628 1.7917  -0.155
C: 2.4632 10.4922 -2.4140  -0.224
C: 5.0149 7.9817 -6.0666  -0.227
H: 5.1568 7.6660 -3.9013  0.078
S: -7.3809 -1.3754 0.6633  0.671
H: 4.3317 3.0630 0.1134  0.104
C: 5.3147 1.2526 0.3803  -0.161
F: -2.1909 -7.2868 -0.4282  0.137
H: -0.2920 -4.7357 -1.3379  0.084
H: -5.3781 -1.9684 -0.4899  0.101
P: 5.4035 -4.1588 2.0207  0.778
F: 0.0049 -7.1782 -0.7511  0.150
F: -2.3064 3.5837 2.4072  0.165
C: -8.3978 -0.3544 -0.3927  -0.225
H: -5.4215 -13.6591 -0.3511  0.117
H: 8.2169 7.5794 -7.0529  0.102
H: -5.3345 0.5391 -1.5944  0.112
F: -2.2415 2.2441 0.0072  0.170
C: 4.0430 -1.6092 0.6049  -0.101
H: 5.0816 -1.9363 0.4333  0.114
C: -0.9149 -4.1003 0.7213  -0.147
N: 5.0200 2.4991 -0.3828  0.049
H: 2.4957 3.0096 -1.1683  0.046
H: -0.9906 -3.0373 0.9865  0.094
C: 3.0297 2.5916 -2.0395  0.010
C: -7.4281 0.6665 -0.9794  -0.217
H: 2.9977 3.2767 -2.8979  0.091
H: -4.1985 0.7277 2.7357  0.108
N: 1.8401 -2.8867 0.6617  0.075
C: 4.4833 2.2175 -1.6590  -0.534
H: -9.1980 0.0961 0.1908  0.111
H: 6.7635 -5.2135 0.8148  -0.024
C: 0.5113 -0.8771 1.1274  -0.025
C: 6.0450 7.7881 -7.1862  -0.216
C: -6.1674 -0.1218 -1.3535  -0.212
O: 5.1371 1.6932 -2.5017  0.097
H: -2.1909 1.2623 4.0258  0.073
S: 7.3343 7.8607 -4.8550  0.663
C: -0.9769 -7.5487 0.0689  -0.615
F: 1.0218 1.8777 1.1995  0.127
H: 1.9321 9.0430 -0.1171  0.116
H: -0.7014 -7.8744 2.1333  0.143
H: 1.3711 -0.4466 1.6608  0.109
N: 3.1531 -2.7385 0.8818  -0.030
H: 3.2072 0.8760 0.4604  0.088
C: -5.8260 -1.0307 -0.1672  -0.221
H: 5.5731 0.4956 -0.3724  0.117
F: -1.7091 -0.3318 0.7422  0.097
H: 2.4900 1.6827 -2.3587  0.084
C: -4.3384 0.8795 3.8108  -0.212
C: 5.6255 7.3414 -4.8262  -0.243
H: 0.2300 9.4842 -0.0437  0.116
O: 8.1759 6.7355 -4.5305  -0.329
H: -6.3683 -0.7309 -2.2379  0.119
F: -0.6140 1.4148 2.5420  0.152
F: 0.1194 6.0064 0.0207  0.190
C: -4.6900 -12.9293 1.5634  -0.230
O: -2.5690 -11.8887 2.7392  -0.327
H: -7.8578 1.1754 -1.8414  0.119
O: -1.9543 -1.3556 3.3670  -0.348
F: -0.3596 3.0907 -0.5342  0.163
N: 2.6609 -4.6812 1.5950  0.154
H: -4.7798 1.8649 3.9569  0.122
C: 1.0963 -1.8241 0.0145  -0.055
F: 1.2695 6.4217 1.7703  0.179
F: -0.9004 5.7331 2.7538  0.174
H: 1.6960 -1.1754 -0.6370  0.132
O: -7.3422 -0.7794 1.9784  -0.325
H: -4.0530 -13.8044 1.6945  0.109
S: 1.7979 9.0615 -3.2532  0.673
H: -5.8568 -11.9866 0.0107  0.120
H: -1.8000 -4.5374 1.2060  0.122
C: 7.4160 8.1751 -6.6203  -0.223
H: 5.8015 8.3832 -8.0663  0.114
H: -2.0988 -4.8568 -1.0201  0.074
H: 3.8967 1.5960 2.0158  0.124
O: 0.9092 9.5113 -4.2931  -0.309
F: -2.2460 4.7263 0.6153  0.183
H: 6.1221 1.4835 1.0897  0.125
C: 4.0328 0.8781 1.1934  -0.189
N: 6.3489 -4.2806 0.7668  -0.296
H: -3.6133 -10.1355 0.0275  0.099
H: 5.6081 6.2531 -4.8954  0.109
H: 0.2376 -2.1517 -0.5800  0.109
H: 4.8525 9.0486 -5.8946  0.120
C: -0.4506 0.1749 0.5468  -0.396
H: -5.5523 -12.9908 2.2239  0.110
H: -1.7826 -6.5382 1.8547  0.129
F: -0.9099 -8.8957 0.1322  0.118
F: 1.6702 4.6474 0.6567  0.171
H: -3.0773 1.0958 5.5640  0.116
S: -2.6818 -1.0091 4.5693  0.681
H: 6.0561 6.7392 -7.4929  0.116
F: 0.3958 4.0284 2.9273  0.181
C: -0.3198 4.7432 2.0522  -0.340
C: -1.0960 2.7141 0.5287  -0.335
C: -3.0023 0.7518 4.5322  -0.223
C: 0.8160 8.4639 -1.8760  -0.228
S: -3.7191 -11.4846 1.9694  0.659
H: 3.4340 10.2141 -2.0021  0.112
H: -3.0729 -13.0375 -0.6814  0.118
O: -7.7323 -2.7569 0.4659  -0.313
C: -4.3952 -1.5149 4.4032  -0.205
C: 1.4565 10.7813 -1.3054  -0.216
H: 4.0551 7.5313 -6.3162  0.116
O: -2.1981 -1.3777 5.8746  -0.313
H: -4.4916 -2.0698 3.4697  0.102
C: 3.6723 -3.8122 1.4618  -0.324
N: 0.3306 -4.7173 1.1622  -0.007
H: 5.1071 -0.6502 2.2876  0.105
H: 5.3685 -5.3007 2.8601  0.030
H: 3.7742 -1.0265 -0.2886  0.120
C: -3.7929 -12.2207 -0.5918  -0.212
H: 1.8710 11.4540 -0.5554  0.118
H: -5.1686 -0.5309 0.5443  0.089
H: -3.9982 -11.8548 -1.5977  0.115
C: -1.1654 -4.3156 -0.8239  -0.046
O: -4.6097 -10.4437 2.4205  -0.323
C: -5.0632 -12.7330 0.0972  -0.220
C: 0.6850 5.4384 1.0747  -0.541
C: 1.0919 9.4173 -0.7077  -0.217
H: -8.8145 -0.9947 -1.1703  0.111
H: -0.2313 8.4888 -2.1746  0.108
C: 0.4071 -6.1086 1.7216  -0.102
C: -0.8376 -6.9775 1.5034  -0.029
H: 5.7806 -3.0331 2.7986  0.010
H: -2.1234 -11.0880 0.2453  0.089
H: 2.5766 11.3125 -3.1196  0.112
H: -6.1320 -0.3604 3.7927  0.082
H: 7.6241 9.2347 -6.7627  0.104
H: 1.2538 -6.6576 1.2801  0.127
C: 1.5196 -4.1359 1.1386  -0.257
H: 3.3520 -0.7506 2.5520  0.109
H: -7.1819 1.4221 -0.2289  0.119
F: -0.3237 0.2738 -0.8017  0.124
C: -5.2249 -0.2297 4.3796  -0.206
H: -0.0651 -1.4426 1.8802  0.109
H: 1.1108 7.4444 -1.6439  0.080
H: -1.3185 -3.3094 -1.2661  0.068
C: -1.4907 3.9483 1.3980  -0.346
H: -4.6620 -2.1528 5.2429  0.109
C: -3.2090 -11.1121 0.2910  -0.234
H: 0.6616 -5.9830 2.7862  0.137

Force components x, y, z for each atom (eV/Å):
O -0.2 -0.1 -0.3
C 0.1 -1.4 -0.5
H 0.0 0.0 0.0
O 0.2 -0.1 0.1
H 0.1 0.0 0.0
C 0.1 0.3 -0.7
C 0.0 0.3 0.3
C 0.1 0.1 -0.1
H 0.1 0.0 0.0
S -0.2 0.0 -0.4
H 0.3 -0.1 0.2
C -0.7 1.0 0.5
F 0.2 0.5 -0.6
H -0.4 -0.2 0.2
H -0.1 -0.1 0.2
P 1.6 0.1 -1.4
F -0.2 0.5 -0.4
F 0.3 -0.6 0.1
C -0.1 0.4 -0.2
H 0.0 0.0 0.0
H 0.1 0.1 0.2
H 0.0 0.0 0.0
F -0.2 -0.4 0.5
C 0.3 2.2 0.6
H -0.7 -0.7 -0.2
C -1.0 -0.3 -1.3
N -1.2 -0.4 -0.1
H 0.0 0.0 -0.5
H 0.4 -0.4 0.0
C 0.0 0.2 1.0
C 0.1 0.0 0.1
H 0.2 -0.1 0.4
H 0.0 0.0 0.0
N -0.9 -0.2 -0.8
C -1.0 0.9 -0.4
H 0.0 -0.1 0.1
H 0.1 0.3 -0.5
C 0.7 -0.3 0.1
C -0.1 0.0 0.0
C 0.0 0.0 -0.1
O 1.1 -1.2 -0.8
H 0.1 -0.1 0.1
S -0.2 -0.3 -0.1
C -0.3 -0.8 1.7
F -0.1 0.3 -0.1
H 0.0 0.0 0.0
H 0.0 0.4 -0.2
H -0.4 0.2 -0.2
N 3.9 1.0 0.0
H 0.0 0.3 0.6
C 0.4 0.2 -0.3
H 0.3 0.1 0.5
F 0.2 0.7 0.0
H 0.4 0.2 0.2
C 0.0 -0.1 -0.1
C -0.3 0.0 -0.1
H 0.0 0.0 0.0
O 0.1 0.2 0.2
H 0.0 0.0 0.0
F -0.2 0.3 -0.3
F -0.5 -0.4 -0.1
C -0.3 -0.2 -0.2
O -0.1 0.3 0.2
H 0.0 0.0 0.0
O 0.3 -0.3 -0.1
F 0.3 0.5 0.3
N 0.4 -1.3 1.0
H 0.0 0.0 0.0
C -1.6 1.8 0.8
F 0.0 -0.1 0.2
F -0.2 0.0 -0.2
H 0.3 -0.8 0.1
O 0.0 -0.2 0.0
H 0.0 0.1 0.1
S 0.1 0.2 0.2
H 0.0 0.0 0.0
H 0.8 -0.1 0.4
C -0.1 0.0 -0.5
H 0.0 0.0 0.0
H 0.5 -0.2 0.0
H -0.2 0.0 -0.5
O 0.1 -0.2 -0.1
F 0.6 0.5 -0.3
H 0.0 -0.5 -0.4
C 0.7 -1.1 -0.1
N -0.5 -0.5 0.9
H 0.0 0.0 0.1
H 0.1 0.0 0.0
H 0.6 -0.6 0.0
H 0.0 0.0 0.0
C -0.4 -0.9 0.6
H 0.1 0.1 0.1
H 0.3 0.0 -0.4
F 0.1 -0.1 -0.1
F -0.3 -0.6 0.0
H 0.0 -0.1 0.0
S -0.6 0.5 0.6
H 0.0 0.0 0.0
F -0.1 -0.6 -0.3
C -0.1 1.1 -0.3
C -0.2 -0.1 -0.1
C -0.1 0.3 -0.1
C -0.2 -0.1 0.4
S 0.0 -0.3 -0.1
H 0.0 0.0 -0.1
H 0.0 0.0 0.0
O 0.1 0.0 0.3
C -0.4 -0.1 -0.2
C -0.1 0.0 0.0
H 0.0 0.0 0.1
O 0.3 -0.2 -0.3
H 0.1 0.0 0.0
C -3.2 -0.8 0.3
N 0.1 -0.9 0.4
H -0.4 -0.1 0.0
H -0.7 0.5 0.1
H -0.2 -0.7 0.1
C 0.0 -0.1 0.0
H 0.0 0.0 0.0
H -0.1 0.0 0.1
H 0.0 0.0 0.0
C 0.0 1.5 0.3
O 0.2 0.1 0.1
C 0.0 0.1 0.0
C 0.9 1.1 0.4
C 0.1 0.0 0.1
H 0.0 -0.1 0.1
H 0.1 0.0 -0.1
C -0.2 -0.2 0.1
C 0.3 -0.2 0.3
H -0.8 -0.2 0.2
H 0.0 0.1 0.2
H 0.0 -0.1 -0.1
H 0.1 -0.1 0.0
H 0.0 0.0 0.1
H -0.2 0.5 0.0
C 1.1 1.1 -0.4
H 0.2 0.1 -0.3
H -0.1 0.0 0.0
F 0.4 0.5 0.1
C -0.2 0.1 0.1
H 0.2 0.3 -0.3
H 0.0 0.0 -0.2
H 0.0 -0.5 0.0
C -0.2 -0.3 0.2
H 0.2 -0.1 0.0
C 0.1 0.0 -0.5
H -0.4 -0.3 -0.3



A structure of composition C4H7NO2, computed with ωB97M-V with the def2-TZVPD basis set.

Computed properties:
**Spin multiplicity**: 1
**E_LUMO (alpha / beta)**: 0.0126 / 0.0126 Eh
**ΔE to the lowest compared entry with this formula, charge and spin**: 404.7 kJ/mol

Each line ends with the Löwdin charge.
Positions of all 14 atoms, in Å:
H: 2.3609 -1.4874 0.0061  0.065
H: 2.1207 1.1200 0.5136  0.090
C: -0.9484 -0.8043 -0.0442  -0.171
H: 0.4765 1.6520 0.2505  0.076
C: 1.2040 0.8930 -0.0354  -0.020
C: -1.7210 0.1785 -0.7509  -0.225
H: 1.3940 1.0144 -1.1045  0.096
C: 0.7455 -0.5036 0.2490  -0.395
O: -2.0462 1.2275 -0.1854  0.013
H: -1.1273 -1.8688 -0.1308  0.142
N: 1.4261 -1.5468 0.3983  0.110
H: -1.1608 0.5347 1.2973  0.113
H: -1.9931 -0.0428 -1.7905  0.132
O: -0.7308 -0.3665 1.3269  -0.027

Force components x, y, z for each atom (eV/Å):
H 0.3 0.4 1.0
H 0.0 -0.2 -0.1
C 2.9 0.7 1.2
H -0.1 -0.1 -0.1
C -0.1 0.5 0.1
C -0.5 0.6 0.3
H 0.0 -0.1 0.0
C -0.6 -0.9 -2.9
O 0.4 -0.6 -0.6
H 0.0 0.1 -0.1
N -0.4 -0.3 -0.5
H 0.2 -0.5 0.3
H -0.1 0.1 0.0
O -1.9 0.5 1.4



no.,F_max (Eh/bohr)
1,0.2724
2,0.0788
3,0.0632